1.
C32H48ClN6OP2SYb | the ωB97M-V functional and the def2-TZVPD basis

Cartesian coordinates (Å):
Yb1 0.5799 -0.6332 1.0238
C1 -0.2719 -2.5335 3.7889
C2 -1.5498 -2.5895 2.9516
N1 -1.2183 -2.5480 1.5156
C3 -2.3970 -2.2224 0.7053
C4 -2.7354 -0.7558 0.8324
C5 -3.9925 -0.2822 0.4912
C6 -4.2594 1.0671 0.6721
C7 -3.2908 1.8695 1.2503
C8 -2.0597 1.3144 1.5840
C9 -1.0233 2.1484 2.3059
N2 0.2696 1.4623 2.4833
C10 0.6011 1.1387 3.8830
C11 -0.0797 -0.1579 4.3142
N3 0.4617 -1.2832 3.5266
N4 -1.7735 0.0339 1.3311
H1 0.3693 -3.3795 3.5248
H2 -0.5380 -2.6218 4.8492
H3 -2.1767 -1.7268 3.1838
H4 -2.1147 -3.4922 3.2115
H5 -0.9078 -3.4879 1.2554
H6 -3.2757 -2.8114 1.0042
H7 -2.1894 -2.4783 -0.3410
H8 -4.7420 -0.9566 0.1046
H9 -5.2201 1.4717 0.3973
H10 -3.4849 2.9127 1.4337
H11 -1.4433 2.4237 3.2827
H12 -0.8916 3.0799 1.7451
H13 1.0033 2.0895 2.1516
H14 0.3154 1.9425 4.5731
H15 1.6858 1.0031 3.9477
H16 -1.1546 -0.0860 4.1277
H17 0.0746 -0.3158 5.3905
H18 1.4247 -1.4176 3.8510
C12 1.4863 -2.0053 -3.1735
P1 0.4852 -1.7636 -1.6510
C13 -1.0026 -1.0476 -2.4670
C14 0.1264 -3.5397 -1.3128
C15 -0.7697 -4.2874 -2.0706
C16 -1.0236 -5.6134 -1.7561
C17 -0.3796 -6.2038 -0.6826
C18 0.5402 -5.4810 0.0600
C19 0.8158 -4.1518 -0.2498
P2 1.9421 -3.1131 0.7726
C20 2.7180 -4.2923 1.9484
C21 3.3918 -2.9193 -0.3355
H19 0.8709 -2.5066 -3.9230
H20 2.3549 -2.6284 -2.9745
H21 1.8106 -1.0372 -3.5542
H22 -1.5027 -1.7497 -3.1288
H23 -0.6304 -0.2161 -3.0688
H24 -1.7068 -0.6418 -1.7416
H25 -1.2739 -3.8437 -2.9181
H26 -1.7210 -6.1820 -2.3510
H27 -0.5862 -7.2313 -0.4284
H28 1.0402 -5.9620 0.8861
H29 3.1858 -5.1182 1.4123
H30 2.0227 -4.6823 2.6892
H31 3.4996 -3.7374 2.4703
H32 3.6346 -3.8735 -0.8072
H33 4.2265 -2.5846 0.2798
H34 3.2119 -2.1561 -1.0896
C22 3.2354 3.2003 -4.0374
C23 3.4579 4.1652 -2.8805
C24 3.7618 3.4228 -1.5722
N5 2.7017 2.4966 -1.2079
C25 1.4584 2.8214 -0.8878
S1 0.2680 1.6172 -0.7719
N6 1.1764 4.1265 -0.6712
C26 -0.0222 4.7273 -0.1912
O1 0.0830 5.4940 0.7340
C27 -1.2747 4.4279 -0.8884
C28 -1.3298 3.8811 -2.1700
C29 -2.5539 3.6862 -2.7763
C30 -3.7256 4.0431 -2.1247
C31 -3.6743 4.6229 -0.8657
C32 -2.4555 4.8156 -0.2501
H35 3.0502 3.7503 -4.9550
H36 2.3779 2.5567 -3.8494
H37 4.1126 2.5766 -4.1876
H38 2.5813 4.8036 -2.7623
H39 4.3076 4.8096 -3.1037
H40 3.9375 4.1400 -0.7616
H41 4.6694 2.8312 -1.6923
H42 2.9096 1.5066 -1.2119
H43 1.9838 4.7081 -0.4537
H44 -0.4221 3.6340 -2.6982
H45 -2.5974 3.2718 -3.7716
H46 -4.6777 3.8975 -2.6112
H47 -4.5801 4.9412 -0.3750
H48 -2.3818 5.2900 0.7169
Cl1 2.8586 0.1284 1.0951

Summary:
- Energy relative to the best compared isomer or geometry (same formula, charge and spin): 0.0 kJ/mol
- Kohn-Sham gap (spin up / spin down): 8.66 / 8.53 eV
- Strongest force on any atom: 0.0319 Eh/bohr
- HOMO (spin up / spin down): -13.5 / -13.5 eV
- Spin multiplicity: 2
- E: -118410.555 eV
- ⟨S²⟩: 0.751
- Charge: +2



2.
C32H48FN7O3SScSi2 | the ωB97M-V functional and the def2-TZVPD basis

Cartesian coordinates (Å):
Sc1 0.0156 1.7103 -1.2515
C1 5.7460 -3.6558 -0.6205
C2 5.0025 -3.3152 -1.9021
N1 3.7553 -2.5784 -1.6572
C3 3.6507 -1.2982 -2.0615
C4 2.5962 -0.4711 -1.8041
C5 2.5803 0.8304 -2.6040
O1 3.6112 1.1912 -3.1319
O2 1.4137 1.3626 -2.7289
C6 1.5630 -0.9321 -0.9376
O3 0.6438 -0.2305 -0.4460
C7 1.5808 -2.3698 -0.6706
C8 0.4750 -2.9560 -0.0420
C9 0.4614 -4.3003 0.1684
F1 -0.5863 -4.8682 0.8187
C10 1.5070 -5.1382 -0.2440
C11 2.6093 -4.5588 -0.8390
C12 2.6713 -3.1710 -1.0373
N2 1.4461 -6.5356 -0.0641
C13 0.2439 -7.2921 -0.3129
C14 -0.3819 -7.8252 0.9696
N3 0.6783 -8.5865 1.7293
C15 1.8771 -7.7223 2.0271
C16 2.4472 -7.2338 0.6994
H1 6.6678 -4.1831 -0.8642
H2 5.1595 -4.2873 0.0460
H3 6.0072 -2.7462 -0.0805
H4 4.7845 -4.1990 -2.5046
H5 5.6212 -2.6642 -2.5153
H6 4.4682 -0.8980 -2.6492
H7 -0.3435 -2.3291 0.2836
H8 3.4058 -5.1997 -1.1885
H9 0.4769 -8.1398 -0.9736
H10 -0.4901 -6.6813 -0.8323
H11 -1.2058 -8.5102 0.7774
H12 -0.7088 -7.0178 1.6198
H13 0.9816 -9.3844 1.1641
H14 0.2904 -8.9712 2.5910
H15 2.5855 -8.3181 2.6001
H16 1.5154 -6.8906 2.6303
H17 2.8346 -8.0957 0.1373
H18 3.2914 -6.5782 0.9025
C17 0.5708 5.4141 -2.4103
Si1 1.4991 4.7613 -0.9148
C18 3.2314 4.3114 -1.4562
C19 1.5625 6.0729 0.4244
N4 0.7414 3.3030 -0.3050
C20 -1.8421 4.1921 -0.2128
C21 -2.2721 5.4868 0.0493
C22 -3.2144 6.0959 -0.7621
C23 -3.7174 5.3970 -1.8516
C24 -3.3082 4.0993 -2.1110
C25 -2.3770 3.4562 -1.2866
N5 -1.9907 2.1173 -1.5012
Si2 -3.1972 0.9056 -1.7240
C26 -4.3138 0.8252 -0.2202
C27 -2.2597 -0.7348 -1.8555
C28 -4.2724 1.0281 -3.2612
H19 1.1353 6.2238 -2.8806
H20 -0.4202 5.7929 -2.1533
H21 0.4485 4.6300 -3.1639
H22 3.7389 5.2038 -1.8314
H23 3.2368 3.5688 -2.2561
H24 3.8184 3.9189 -0.6227
H25 2.3885 6.7627 0.2384
H26 1.7122 5.6167 1.4052
H27 0.6397 6.6543 0.4646
H28 -1.8613 6.0014 0.9072
H29 -3.5408 7.1066 -0.5571
H30 -4.4359 5.8681 -2.5111
H31 -3.6962 3.5773 -2.9747
H32 -3.7227 0.6169 0.6750
H33 -5.0832 0.0557 -0.3172
H34 -4.8173 1.7831 -0.0683
H35 -1.9836 -1.1088 -0.8671
H36 -1.3482 -0.6688 -2.4604
H37 -2.8966 -1.4834 -2.3315
H38 -5.0693 1.7652 -3.1536
H39 -4.7457 0.0589 -3.4408
H40 -3.6888 1.2853 -4.1476
C29 -3.4135 2.1974 3.6030
N6 -2.7408 3.3497 4.1384
C30 -2.4659 3.4545 5.5747
C31 -1.8033 4.8343 5.6804
N7 -1.7727 5.2442 4.2721
C32 -2.3283 4.3867 3.4026
S1 -0.5688 3.4721 0.7952
H41 -2.8541 1.2808 3.8177
H42 -3.4917 2.3227 2.5258
H43 -4.4176 2.0919 4.0254
H44 -1.8048 2.6458 5.8988
H45 -3.3897 3.3859 6.1541
H46 -0.8000 4.7804 6.1048
H47 -2.3923 5.5277 6.2827
H48 -1.3550 6.1032 3.9693

Summary:
- Kohn-Sham gap: 5.31 eV
- Strongest force on any atom: 0.0126 Eh/bohr
- HOMO: -8.8 eV
- E: -100544.875 eV
- Charge: +1